A molecular structure, C18H21Br18F9O6. Source: the Open Molecules 2025 dataset; level of theory: ωB97M-V/def2-TZVPD.

Structure (XYZ):
```
72
C18H21Br18F9O6 ωB97M-V/def2-TZVPD
C -4.666 2.474 -1.707
Br -4.362 3.095 -3.609
Br -5.967 3.569 -0.767
Br -2.875 2.360 -0.816
H -5.006 1.438 -1.727
C 7.686 -0.374 1.241
Br 9.442 0.478 1.518
Br 6.241 0.886 1.932
Br 7.771 -2.139 2.130
H 7.620 -0.553 0.168
C -0.517 -2.431 3.940
Br -2.344 -1.835 3.513
Br -0.041 -2.571 5.872
Br 0.991 -1.617 2.940
H -0.443 -3.465 3.605
C 0.655 3.994 -4.358
Br -0.546 3.779 -2.878
Br -0.331 4.434 -6.052
Br 1.660 2.388 -4.663
H 1.437 4.689 -4.052
C -0.355 -4.200 -2.190
Br -1.280 -3.712 -0.479
Br 0.178 -6.118 -2.205
Br 1.155 -3.011 -2.487
H -1.019 -4.071 -3.045
C 5.475 -1.878 -5.811
Br 3.906 -1.399 -4.590
Br 5.008 -1.402 -7.603
Br 5.992 -3.786 -5.542
H 6.298 -1.252 -5.466
C -8.749 -1.304 -1.416
C -7.374 -1.265 -2.208
O -6.324 -1.820 -1.631
C -5.790 -1.279 -0.528
O -6.245 -0.283 0.022
C -4.552 -2.025 0.128
F -4.285 -3.188 -0.531
F -3.453 -1.289 -0.049
F -4.764 -2.300 1.488
H -9.148 -0.379 -1.001
H -8.787 -2.079 -0.650
H -9.593 -1.586 -2.044
H -7.124 -0.256 -2.536
H -7.459 -1.784 -3.163
C 2.396 1.904 2.980
C 3.294 2.429 4.122
O 3.047 1.793 5.336
C 1.788 2.056 5.953
O 1.121 3.093 5.767
C 1.302 0.927 7.015
F 2.176 -0.077 7.213
F 1.065 1.490 8.173
F 0.188 0.431 6.540
H 1.318 1.903 3.136
H 2.473 0.822 2.875
H 2.481 2.525 2.088
H 3.035 3.484 4.217
H 4.380 2.394 4.036
C -0.208 0.209 0.226
C 0.161 0.501 -1.240
O 1.511 0.989 -1.422
C 2.638 0.405 -1.042
O 2.626 -0.711 -0.477
C 3.847 1.175 -1.552
F 3.417 2.350 -2.075
F 4.730 1.480 -0.555
F 4.533 0.455 -2.425
H 0.494 0.611 0.957
H -0.180 -0.868 0.386
H -1.200 0.495 0.576
H -0.516 1.217 -1.705
H -0.033 -0.416 -1.797
```

For the total energy, the calculation gives -1316509.01594 eV.

2 unconnected molecules or ions with the total composition C4H13N2O2. Source: the Open Molecules 2025 dataset; level of theory: ωB97M-V/def2-TZVPD.

Structure (XYZ):
```
21
C4H13N2O2 ωB97M-V/def2-TZVPD
N 1.432 -2.799 0.823
C 1.535 -1.831 -0.309
C 0.769 -0.560 -0.074
N -0.650 -0.809 -0.025
C -1.444 0.381 0.063
C -1.077 1.356 1.283
O 0.038 2.030 1.099
H 0.943 -3.647 0.571
H 0.946 -2.421 1.629
H 2.604 -1.735 -0.467
H 1.190 -2.347 -1.197
H 0.985 0.140 -0.886
H 1.135 -0.022 0.813
H -0.885 -1.373 0.784
H -2.481 0.115 0.267
H -1.428 0.958 -0.860
H -1.990 1.982 1.243
H -1.113 0.724 2.194
H 0.099 3.075 -1.626
H -0.678 3.688 -2.730
O 0.070 3.096 -2.594
```

Its energy relative to the best compared isomer or geometry (same formula, charge and spin) is 9.53 kcal/mol. The multiplicity is 2. For the total energy, the calculation gives -11431.33633 eV.

A molecular structure, C18H41FN18O10S. Source: the Open Molecules 2025 dataset; level of theory: ωB97M-V/def2-TZVPD.

Structure (XYZ):
```
89
C18H41FN18O10S ωB97M-V/def2-TZVPD
O -0.658 -3.270 1.681
C 0.248 -2.536 1.969
O 1.293 -3.058 2.753
C 0.413 -1.080 1.555
C -0.331 -0.693 0.255
C -1.575 0.215 0.524
C -2.542 -0.635 1.373
C -2.785 -0.275 2.646
F -2.217 0.845 3.160
C -3.656 -1.058 3.524
C -4.222 -2.171 3.015
C -4.018 -2.569 1.658
N -4.480 -3.619 1.005
S -3.929 -3.623 -0.515
N -3.011 -2.260 -0.448
C -3.149 -1.792 0.763
H 1.406 -2.468 3.513
H 1.494 -0.911 1.412
H 0.090 -0.377 2.343
H -0.597 -1.597 -0.304
H 0.314 -0.098 -0.411
H -2.039 0.529 -0.424
H -1.283 1.122 1.077
H -3.812 -0.705 4.543
H -4.857 -2.789 3.654
C -2.964 3.619 -0.623
O -2.057 3.078 -1.240
N -3.691 4.651 -1.146
N -3.321 3.237 0.633
H -4.437 5.109 -0.658
H -3.454 4.957 -2.072
H -2.804 2.479 1.048
H -4.060 3.665 1.157
C -5.159 -4.448 -4.509
O -4.086 -4.152 -3.998
N -6.317 -4.536 -3.788
N -5.278 -4.712 -5.833
H -7.203 -4.777 -4.187
H -6.260 -4.346 -2.805
H -4.442 -4.660 -6.383
H -6.138 -4.961 -6.282
C 1.807 1.010 4.427
O 1.414 1.332 3.323
N 1.142 0.099 5.206
N 2.943 1.527 4.985
H 1.447 -0.181 6.119
H 0.300 -0.298 4.830
H 3.460 2.197 4.442
H 3.282 1.268 5.893
C 2.310 -2.792 -1.914
O 1.426 -1.958 -1.827
N 2.861 -3.156 -3.112
N 2.826 -3.434 -0.824
H 3.588 -3.838 -3.206
H 2.506 -2.704 -3.934
H 2.447 -3.194 0.075
H 3.553 -4.122 -0.875
C 5.073 4.000 7.503
O 5.954 3.635 6.748
N 5.306 4.829 8.563
N 3.771 3.606 7.351
H 4.594 5.140 9.196
H 6.251 5.137 8.703
H 3.570 2.997 6.579
H 3.025 3.890 7.957
C -2.774 -7.487 -5.950
O -3.904 -7.220 -6.325
N -1.926 -6.545 -5.448
N -2.266 -8.756 -5.999
H -0.996 -6.744 -5.133
H -2.269 -5.601 -5.388
H -2.864 -9.475 -6.361
H -1.342 -8.998 -5.695
C 1.641 4.790 -2.007
O 2.775 5.234 -2.138
N 1.251 3.599 -2.529
N 0.669 5.454 -1.324
H 0.322 3.225 -2.428
H 1.936 3.075 -3.040
H 0.913 6.339 -0.921
H -0.265 5.103 -1.208
C 6.716 6.399 -3.053
O 7.850 6.829 -3.193
N 6.312 5.201 -3.572
N 5.749 7.070 -2.369
H 5.383 4.835 -3.464
H 6.991 4.671 -4.084
H 5.999 7.955 -1.969
H 4.811 6.724 -2.247
```

For the total energy, the calculation gives -80188.97887 eV.

6 unconnected molecules or ions with the total composition C43H46FN3O16P2S. Source: the Open Molecules 2025 dataset; level of theory: ωB97M-V/def2-TZVPD.

Structure (XYZ):
```
112
C43H46FN3O16P2S ωB97M-V/def2-TZVPD
C -0.426 -6.498 3.181
C -0.181 -6.696 1.716
O 0.522 -7.560 1.259
O -0.844 -5.835 0.909
C -0.084 -5.232 -0.163
C -0.471 -3.766 -0.303
C 0.047 -2.680 0.649
S -0.465 -2.995 2.373
C -0.704 -1.379 0.323
O -1.652 -1.262 -0.409
N -0.047 -0.297 0.940
C 1.410 -0.572 0.914
C 2.037 0.387 -0.166
C 1.058 1.148 -1.072
C 0.540 2.427 -0.444
F -0.179 3.158 -1.394
P 2.159 0.010 2.513
N 3.693 0.111 2.467
O 1.611 -0.969 3.648
O 1.300 1.344 2.825
C 1.524 -2.156 0.573
C 2.429 -3.073 1.458
C 3.956 -2.868 1.430
N 4.487 -3.103 2.776
P 2.168 -2.513 -1.124
O 2.268 -3.954 -1.457
H -1.417 -6.080 3.365
H -0.329 -7.457 3.690
H 0.312 -5.790 3.568
H 0.983 -5.421 -0.044
H -0.381 -5.722 -1.097
H -0.257 -3.477 -1.336
H -1.563 -3.731 -0.208
H -1.776 -3.028 2.103
H -0.448 -0.013 1.822
H 2.676 1.120 0.345
H 2.730 -0.147 -0.801
H 0.224 0.530 -1.413
H 1.622 1.443 -1.968
H -0.121 2.234 0.407
H 1.377 3.052 -0.101
H 4.089 1.012 2.707
H 0.652 -0.915 3.791
H 1.772 2.129 2.508
H 2.224 -4.086 1.091
H 2.099 -3.040 2.499
H 4.214 -1.854 1.120
H 4.390 -3.572 0.703
H 5.500 -3.085 2.770
H 4.197 -4.033 3.068
H 1.338 -1.757 -1.978
H 3.399 -1.853 -1.189
C 6.216 -6.313 1.672
C 7.196 -6.843 0.947
C 6.912 -7.831 -0.126
O 7.808 -8.313 -0.784
C 5.493 -8.201 -0.357
C 4.511 -7.671 0.368
C 4.798 -6.686 1.439
O 3.910 -6.189 2.104
H 6.397 -5.592 2.460
H 8.238 -6.588 1.096
H 5.312 -8.921 -1.145
H 3.470 -7.922 0.221
C -3.658 7.562 -3.778
C -2.470 7.964 -3.335
C -1.529 7.019 -2.681
O -0.446 7.392 -2.281
C -1.964 5.607 -2.537
C -3.153 5.205 -2.979
C -4.091 6.150 -3.632
O -5.176 5.782 -4.038
H -4.355 8.239 -4.254
H -2.141 8.991 -3.427
H -1.269 4.932 -2.056
H -3.492 4.182 -2.877
C 1.442 -3.266 9.356
C 0.680 -4.177 8.758
C 0.406 -4.110 7.300
O -0.293 -4.934 6.750
C 1.018 -2.993 6.541
C 1.782 -2.081 7.134
C 2.055 -2.147 8.594
O 2.751 -1.321 9.142
H 1.657 -3.291 10.417
H 0.224 -5.001 9.292
H 0.811 -2.971 5.477
H 2.240 -1.262 6.593
C -8.144 3.000 -2.703
C -6.959 3.410 -2.259
C -6.019 2.468 -1.602
O -4.938 2.837 -1.193
C -6.446 1.053 -1.461
C -7.631 0.644 -1.905
C -8.574 1.587 -2.562
O -9.653 1.211 -2.967
H -8.846 3.666 -3.187
H -6.620 4.433 -2.360
H -5.739 0.387 -0.982
H -7.967 -0.381 -1.816
C -1.568 10.720 -6.196
C -0.861 10.909 -7.307
C -1.522 11.007 -8.634
O -0.878 11.177 -9.645
C -3.003 10.888 -8.673
C -3.709 10.699 -7.562
C -3.047 10.601 -6.237
O -3.693 10.427 -5.225
H -1.108 10.646 -5.219
H 0.218 10.999 -7.304
H -3.460 10.963 -9.651
H -4.788 10.608 -7.563
```

As for the SMILES: CC(=O)OCC[C@]1(S)C(=O)N[C@@](CCCF)(P(=N)(O)O)[C@]1(CCN)[PH2]=O.O=C1C=CC(=O)C=C1.O=C1C=CC(=O)C=C1.O=C1C=CC(=O)C=C1.O=C1C=CC(=O)C=C1.O=C1C=CC(=O)C=C1. For the total energy, the calculation gives -114693.33508 eV.

Number 1: strongest force on any atom 6.20 eV/A. Number 2: strongest force on any atom 1.79 eV/A. Number 3: strongest force on any atom 2.91 eV/A. Number 4: strongest force on any atom 1.19 eV/A.